(1)
C4H10N2O2 | ωB97M-V/def2-TZVPD

For the total energy, the calculation gives -418.26814 hartree. The calculation puts the LUMO energy (alpha / beta) at -0.7 / -0.7 eV. The largest force on an atom is 0.0966 Eh/bohr. Its energy above the lowest of the compared OMol25 structures with the same formula, charge and spin is 5.247 eV. The gap between HOMO and LUMO (alpha / beta) comes out at 0.27512 / 0.27517 hartree. Its total charge is 0.

Geometry (Å):
C1 -0.7896 -1.1261 1.5645
H1 -1.7698 2.0559 -1.4145
H2 2.1806 1.6732 0.1250
H3 -0.8276 -1.8280 -1.3952
O1 -1.2092 0.2110 -0.3497
C2 1.2813 -0.0936 0.3577
H4 -0.7817 -0.2537 2.2131
H5 1.9380 -1.8863 0.3571
H6 -0.0657 2.5162 -1.5081
C3 -0.4247 -0.7111 0.1386
C4 -0.7605 1.6773 -1.5146
O2 -0.2040 -1.8460 -0.6571
H7 -0.0905 -1.8675 1.9437
N1 1.2982 1.2290 0.3342
H8 0.3851 1.6890 0.0744
H9 -1.7960 -1.5461 1.5516
N2 2.2040 -0.9214 0.5390
H10 -0.5678 1.0280 -2.3598

Atoms 1-6, force components in eV/Å:
C -0.55 0.15 -0.35
H -0.07 -0.37 -0.12
H -0.22 0.23 0.04
H 0.06 0.04 0.17
O -0.88 3.13 -1.58
C -3.33 -2.50 -0.44

(2)
C4H10N2O2 | ωB97M-V/def2-TZVPD

Its SMILES is NC(=O)NCCCO. For the total energy, the calculation gives -418.40591 hartree. The calculation puts the LUMO energy at 0.8 eV. The largest force on an atom is 0.0295 Eh/bohr. Its energy above the lowest of the compared OMol25 structures with the same formula, charge and spin is 1.498 eV. The gap between HOMO and LUMO comes out at 0.37597 hartree. Its total charge is 0.

Geometry (Å):
C1 -0.2947 1.9145 -1.4822
H1 0.9171 -1.9758 3.2898
O1 1.8632 -2.4333 1.0559
H2 -0.5787 2.5733 -0.6722
H3 -0.5310 -1.3154 2.8645
H4 0.2914 0.7871 0.6775
C2 -0.7664 0.5009 -1.1746
H5 1.4961 1.3387 -2.0153
C3 -0.4514 0.0901 0.2909
N1 0.3617 -1.6262 2.5298
C4 0.8450 -1.8121 1.2667
H6 -0.8376 2.3041 -2.3433
H7 -0.2161 -0.1420 -1.8565
O2 1.0960 2.1212 -1.6249
N2 0.0088 -1.3045 0.2811
H8 -1.8428 0.5494 -1.3200
H9 0.0161 -1.7223 -0.6274
H10 -1.3767 0.1524 0.8603

Atoms 1-6, force components in eV/Å:
C -0.34 0.60 0.14
H 0.41 -0.08 -0.22
O 0.10 -0.12 -0.15
H -0.20 0.19 0.39
H -0.30 0.18 -0.92
H 0.14 -0.22 0.25

(3)
C4H10N2O2 | ωB97M-V/def2-TZVPD

Its SMILES is CO[C@H](C)N(C)N=O. For the total energy, the calculation gives -418.11457 hartree. The calculation puts the LUMO energy at 0.4 eV. The largest force on an atom is 0.1042 Eh/bohr. Its energy above the lowest of the compared OMol25 structures with the same formula, charge and spin is 9.426 eV. The gap between HOMO and LUMO comes out at 0.35927 hartree. Its total charge is 0.

Geometry (Å):
H1 -2.0135 0.7153 1.9833
N1 -1.0167 -1.4088 1.1824
H2 1.1463 -1.2560 -1.7402
H3 -0.3531 1.8956 1.4475
H4 -0.0330 -0.2164 -2.3678
H5 1.3915 0.9069 0.4362
C1 -0.7495 0.8564 2.1465
H6 -1.6210 -0.1728 -1.4650
H7 2.3705 -0.0730 -0.9054
C2 0.7105 0.1417 -0.0020
C3 -0.6772 0.3764 -1.8000
H8 1.7036 -1.6648 -0.0319
O1 -0.0759 1.0473 -0.6659
H9 -0.1579 0.7153 3.3007
H10 -1.0749 1.3181 -2.0002
O2 -1.0877 -1.9352 -0.0266
C4 1.6757 -0.8668 -0.7282
N2 -0.1376 -0.3791 1.2367

Atoms 1-6, force components in eV/Å:
H 4.00 0.63 1.18
N 0.91 0.08 -5.12
H 1.73 0.66 2.58
H -1.37 -3.27 2.67
H 0.67 -0.11 -1.26
H -0.05 -1.20 0.95

(4)
C4H10N2O2 | ωB97M-V/def2-TZVPD

For the total energy, the calculation gives -418.30825 hartree. The calculation puts the LUMO energy at 0.6 eV. The largest force on an atom is 0.0703 Eh/bohr. Its energy above the lowest of the compared OMol25 structures with the same formula, charge and spin is 4.156 eV. The gap between HOMO and LUMO comes out at 0.32326 hartree. Its total charge is 0.

Geometry (Å):
H1 -0.3038 -2.5044 1.5346
C1 1.6635 -1.4996 -0.5827
C2 -2.8145 0.9016 -0.3103
H2 0.2627 0.5973 -0.7889
H3 2.4326 -0.9694 0.1003
N1 0.3112 -1.2670 -0.0504
C3 -0.5334 -2.2980 0.4456
H4 2.0407 -2.5235 -0.6660
O1 -3.4314 0.1029 0.2313
H5 1.4022 2.9404 0.9951
C4 -0.3396 -0.1818 -0.2823
H6 0.4881 3.5995 -0.2752
O2 -2.2287 1.6137 -0.9964
H7 -0.1853 -3.2025 -0.0254
H8 -1.6165 -2.2135 0.2788
H9 1.8219 -0.9860 -1.5220
H10 0.0712 4.0846 1.2781
N2 0.9591 3.8056 0.6357

Atoms 1-6, force components in eV/Å:
H -0.51 0.45 -0.91
C 2.35 0.95 1.67
C 0.68 -0.60 -1.09
H 0.37 -0.35 0.02
H -1.25 -0.90 -0.73
N -0.44 1.20 -1.58

(5)
C4H10N2O2 | ωB97M-V/def2-TZVPD

Its SMILES is C/N=C(\N)OC.C=O. For the total energy, the calculation gives -418.31528 hartree. The calculation puts the LUMO energy at 0.8 eV. The largest force on an atom is 0.0716 Eh/bohr. Its energy above the lowest of the compared OMol25 structures with the same formula, charge and spin is 3.964 eV. The gap between HOMO and LUMO comes out at 0.36075 hartree. Its total charge is 0.

Geometry (Å):
N1 -0.4796 -0.7158 0.7771
H1 0.2115 -0.2933 2.7473
C1 -0.7489 -0.7628 -1.8943
C2 0.5403 -0.3917 0.1193
H2 -0.3634 2.1417 -1.9254
H3 -0.7558 -0.4533 -2.9341
C3 -0.4105 -1.0040 2.1871
H4 -1.1135 2.8790 -0.6932
O1 0.3699 -0.1363 -1.2920
H5 2.3944 0.3354 -0.0820
N2 1.8611 -0.3147 0.4762
H6 2.0595 -0.3517 1.4737
H7 -0.0274 -2.0108 2.3608
H8 -1.4248 -0.9349 2.5794
H9 -1.6679 -0.4104 -1.4161
C4 -0.2341 2.2243 -0.8289
H10 -0.6898 -1.8564 -1.7965
O2 0.4790 2.0558 0.1415

Atoms 1-6, force components in eV/Å:
N 0.05 -0.07 -0.27
H 0.02 0.00 0.00
C -0.34 -0.01 0.59
C -0.67 -0.52 -1.84
H 2.21 -1.60 -0.04
H 0.17 -0.07 -0.14

(6)
C4H10N2O2 | ωB97M-V/def2-TZVPD

Its SMILES is CC(N)=O.CC(N)=O. For the total energy, the calculation gives -418.36288 hartree. The calculation puts the LUMO energy at 0.8 eV. The largest force on an atom is 0.1172 Eh/bohr. Its energy above the lowest of the compared OMol25 structures with the same formula, charge and spin is 2.669 eV. The gap between HOMO and LUMO comes out at 0.38408 hartree. Its total charge is 0.

Geometry (Å):
N1 -1.9495 1.1433 -0.1716
N2 1.9950 -1.1306 -0.2239
H1 4.0968 0.9712 0.9849
H2 2.5447 -1.8935 0.0775
H3 4.7599 -0.8608 0.3079
H4 -4.4391 0.9876 -0.4585
C1 2.5642 0.0108 -0.0012
C2 -2.6544 -0.0497 0.1013
O1 1.8464 1.0180 -0.0278
H5 -2.2380 2.1322 0.2265
H6 -4.2193 -0.9114 -0.7773
H7 -4.5155 -0.2307 1.1496
C3 4.1416 0.1671 0.1272
H8 -0.9873 1.0368 -0.0695
O2 -1.9617 -1.1053 0.0829
C4 -4.0703 -0.1102 0.0392
H9 0.9870 -1.3060 0.0248
H10 4.7286 0.5761 -0.7364

Atoms 1-6, force components in eV/Å:
N -3.14 2.26 1.72
N -1.91 -4.02 0.67
H 1.03 -1.83 -1.43
H 0.59 -1.19 -0.08
H -1.75 2.43 0.32
H 0.61 -3.13 1.59